[1]
# C9H7NO4S

A molecular structure, C9H7NO4S in a non-equilibrium geometry (ωB97M-V with the def2-TZVPD basis set, OMol25).

XYZ file:
```
22
Properties=species:S:1:pos:R:3:lowdin_charge:R:1
C -2.836 -1.152 0.949 -0.056
C -2.093 -2.213 0.412 -0.060
C -2.528 0.212 0.789 -0.022
C -0.837 -1.935 -0.101 -0.004
C -1.287 0.453 0.307 -0.177
C -0.474 -0.598 -0.150 -0.096
C -0.559 1.768 0.097 0.070
C 0.678 1.517 -0.333 -0.302
C 0.859 0.027 -0.506 -0.235
N 2.015 -0.354 0.964 0.100
O 2.909 1.411 -3.022 -0.169
O 3.851 0.995 -0.878 -0.180
O 1.633 2.187 -0.985 -0.049
O 1.776 -0.202 -1.506 -0.086
S 2.731 1.113 -1.677 0.665
H -3.732 -1.306 1.439 0.075
H -2.287 -3.296 0.452 0.116
H -3.065 1.126 1.161 0.139
H -0.300 -2.767 -0.403 0.099
H -0.902 2.836 0.251 0.144
H 2.829 0.236 0.890 -0.005
H 1.619 -0.058 1.849 0.035
```

Values from the calculation:
Charge: 0
ΔE to the lowest compared entry with this formula, charge and spin: 0.887 eV
E_tot: -1100.93268 hartree
Kohn-Sham gap: 8.64 eV

=====

[2]
# C9H7NO4SY

A molecular structure, C9H7NO4SY in a non-equilibrium geometry (ωB97M-V with the def2-TZVPD basis set, OMol25).

XYZ file:
```
23
Properties=species:S:1:pos:R:3:lowdin_charge:R:1
Y -0.070 0.044 -0.006 1.344
O 0.099 3.520 0.506 0.259
C 0.046 2.395 0.279 0.025
C -0.177 -2.321 0.084 0.025
O -0.233 -3.462 0.209 0.259
C 2.291 -0.071 0.048 0.019
O 3.434 -0.127 0.142 0.261
C -2.417 0.156 0.011 0.020
O -3.564 0.207 0.081 0.263
C -0.030 0.726 -5.095 -0.075
H -0.950 1.338 -5.070 0.055
H 0.944 1.247 -5.049 0.054
C -0.095 -0.637 -5.153 -0.068
H 0.824 -1.252 -5.155 0.057
H -1.068 -1.161 -5.176 0.057
S -0.997 -0.138 4.927 1.184
C 0.763 -0.091 4.618 -0.257
C 1.080 -0.042 3.248 -0.198
N -0.069 -0.045 2.460 -0.212
C -1.224 -0.089 3.199 -0.414
H 1.560 -0.098 5.404 0.125
H 2.101 -0.005 2.747 0.125
H -2.251 -0.094 2.743 0.091
```

Values from the calculation:
Charge: +3
E_tot: -1138.15106 hartree
Kohn-Sham gap: 3.00 eV

=====

[3]
# C9H7O3S

A molecular structure, C9H7O3S in a non-equilibrium geometry (ωB97M-V with the def2-TZVPD basis set, OMol25).

XYZ file:
```
20
Properties=species:S:1:pos:R:3:lowdin_charge:R:1
C 2.309 -2.999 0.091 -0.010
C 2.180 -1.904 -0.402 -0.014
C -2.108 0.829 0.540 -0.104
C -1.883 0.370 -0.770 -0.097
C -1.033 1.159 1.410 -0.079
C -0.568 0.023 -1.052 -0.097
C 0.260 0.875 1.027 -0.005
C 0.475 0.324 -0.264 -0.264
C 1.891 0.011 -0.691 -0.169
O 2.958 2.310 -0.318 -0.358
O 3.334 0.667 1.430 -0.360
O 4.490 0.372 -0.686 -0.391
S 3.311 0.939 0.018 0.371
H 2.262 -4.040 0.160 -0.024
H -3.078 1.295 0.915 0.106
H -2.629 0.213 -1.573 0.100
H -1.358 1.523 2.348 0.081
H -0.308 -0.587 -2.033 0.155
H 1.014 1.056 1.688 0.070
H 2.011 -0.062 -1.783 0.089
```

Values from the calculation:
Charge: -1
ΔE to the lowest compared entry with this formula, charge and spin: 0.000 eV
E_tot: -970.98742 hartree
Kohn-Sham gap: 8.62 eV

=====

[4]
# C9H88INO36PS2

37 unconnected molecules or ions with the total composition C9H88INO36PS2 in a non-equilibrium geometry (ωB97M-V with the def2-TZVPD basis set, OMol25).

XYZ file:
```
138
Properties=species:S:1:pos:R:3:lowdin_charge:R:1
C -0.545 -1.838 1.489 0.040
C -0.886 -0.806 0.689 -0.147
C 0.124 0.261 0.335 -0.289
C -0.490 1.678 0.509 -0.517
S 0.110 2.456 2.039 0.890
C 0.027 2.451 -0.674 0.019
N 0.749 1.696 -1.421 0.138
C 0.918 0.301 -1.000 -0.491
C 2.386 -0.152 -0.748 -0.172
C 3.493 0.523 -1.568 -0.289
C 3.810 1.960 -1.129 -0.605
I 5.906 2.393 -1.240 1.099
P 0.274 -0.742 -2.397 0.518
S -1.653 -0.825 -2.546 0.357
H 0.387 -2.373 1.307 0.053
H -1.154 -2.130 2.338 0.078
H -1.916 -0.738 0.335 0.059
H 0.853 0.196 1.133 0.094
H -1.585 1.727 0.479 0.103
H 1.432 2.491 1.779 -0.103
H -0.154 3.487 -0.944 0.152
H 1.182 2.026 -2.283 0.151
H 2.653 -0.059 0.304 0.126
H 2.425 -1.217 -0.980 0.074
H 3.306 0.474 -2.646 0.120
H 4.379 -0.082 -1.387 0.043
H 3.442 2.217 -0.138 0.043
H 3.362 2.664 -1.833 0.027
H 0.929 -1.982 -2.361 0.011
H 0.809 -0.114 -3.543 0.003
O 1.300 -1.351 4.216 -0.061
H 0.933 -1.391 3.324 0.007
H 0.960 -2.152 4.657 0.011
O -3.803 1.638 -2.639 -0.082
H -4.598 1.180 -2.940 0.034
H -3.185 0.928 -2.432 -0.096
O -3.120 -4.127 -3.063 -0.069
H -2.490 -3.426 -2.866 -0.045
H -3.943 -3.657 -3.243 0.000
O 2.140 -3.708 2.912 -0.051
H 2.430 -4.571 3.229 0.067
H 2.833 -3.100 3.197 0.059
O -6.749 1.246 -2.314 -0.051
H -7.132 1.490 -1.464 0.039
H -6.693 2.079 -2.796 0.054
O 0.038 -0.322 7.083 -0.041
H 0.075 -0.620 6.166 0.026
H 0.775 0.300 7.150 0.063
O -4.192 -0.545 0.534 -0.057
H -4.901 -0.443 -0.115 0.016
H -4.648 -0.885 1.309 0.036
O 2.428 -3.761 -0.034 -0.060
H 2.251 -4.520 -0.603 0.067
H 2.098 -4.029 0.841 0.025
O -2.371 4.384 -1.353 -0.064
H -2.692 3.480 -1.492 0.018
H -3.169 4.919 -1.428 0.077
O 5.609 6.143 0.263 -0.065
H 5.470 5.380 -0.307 -0.026
H 5.180 5.905 1.095 0.022
O -2.558 3.869 -4.147 -0.060
H -2.043 4.351 -3.491 0.003
H -2.650 2.983 -3.773 -0.003
O -5.517 -3.129 -4.715 -0.062
H -6.322 -3.177 -5.243 0.055
H -4.884 -3.651 -5.225 0.018
O 8.410 0.381 0.836 -0.071
H 7.994 -0.480 0.933 0.022
H 7.924 0.795 0.114 -0.067
O 4.869 -1.702 -0.205 -0.056
H 5.581 -2.182 0.235 0.061
H 4.085 -2.233 -0.005 0.008
O -7.164 -0.643 -0.067 -0.054
H -8.002 -0.286 0.252 0.054
H -7.294 -0.751 -1.018 0.050
O 0.612 -3.867 5.554 -0.056
H 1.277 -4.379 6.030 0.053
H -0.230 -4.291 5.773 0.036
O -2.339 -3.836 6.424 -0.043
H -2.726 -3.510 7.244 0.054
H -2.325 -3.064 5.849 0.034
O 2.333 -3.024 7.694 -0.054
H 2.950 -2.321 7.920 0.044
H 1.528 -2.565 7.425 0.005
O 0.751 3.337 -4.611 -0.057
H -0.094 3.780 -4.468 0.010
H 0.741 3.104 -5.544 0.049
O 7.091 -0.767 -2.144 -0.090
H 6.749 -0.024 -2.653 -0.027
H 6.347 -1.378 -2.075 0.012
O -3.978 -4.827 -7.041 -0.057
H -4.080 -5.065 -7.973 0.016
H -3.187 -4.280 -7.034 0.034
O 4.802 4.875 -3.737 -0.085
H 5.679 4.879 -4.142 0.025
H 4.910 4.353 -2.937 -0.086
O -7.179 -5.236 -3.599 -0.054
H -6.949 -6.138 -3.356 0.044
H -6.394 -4.713 -3.399 0.008
O 2.062 1.494 4.829 -0.062
H 1.646 0.621 4.778 -0.015
H 1.542 2.040 4.234 -0.034
O -3.637 -4.220 -9.955 -0.047
H -2.989 -3.524 -9.808 0.045
H -4.460 -3.747 -10.123 0.053
O -1.938 1.834 6.556 -0.053
H -2.653 1.229 6.331 0.044
H -1.225 1.244 6.846 -0.003
O 5.373 -4.669 -0.674 -0.041
H 4.491 -4.389 -0.403 -0.008
H 5.283 -4.877 -1.611 0.057
O 7.896 -6.675 0.181 -0.059
H 8.429 -5.904 0.395 0.033
H 7.050 -6.309 -0.100 -0.004
O 3.001 6.130 1.693 -0.045
H 2.710 6.887 1.170 0.053
H 2.224 5.569 1.762 0.023
O -8.314 -1.453 2.269 -0.059
H -7.453 -1.624 1.872 0.010
H -8.347 -1.998 3.060 0.043
O 7.019 6.742 -3.954 -0.059
H 6.209 7.160 -3.638 0.027
H 7.683 7.437 -3.943 0.043
O 4.135 8.316 -1.618 -0.064
H 4.438 7.464 -1.282 -0.005
H 4.808 8.934 -1.315 0.039
O -3.260 3.771 4.596 -0.064
H -3.001 2.948 5.026 -0.008
H -2.601 4.400 4.904 0.035
O -0.467 0.896 10.176 -0.046
H -0.426 0.598 9.262 -0.007
H 0.256 1.525 10.266 0.038
O -3.359 2.955 0.908 -0.062
H -4.170 3.349 1.247 0.061
H -2.726 3.682 0.903 0.022
O -9.998 -4.973 -5.391 -0.064
H -9.333 -4.569 -4.822 0.006
H -10.026 -5.886 -5.091 0.031
```

Values from the calculation:
Charge: +1
E_tot: -4594.20084 hartree
Kohn-Sham gap: 7.78 eV